Formula: C17H6Cl6N2O4V
Source: the Open Molecules 2025 dataset
Level of theory: ωB97M-V/def2-TZVPD

The geometry in XYZ format:
```
36
Properties=species:S:1:pos:R:3:lowdin_spin:R:1
V -0.010 -0.133 0.201 1.97
Cl 0.031 3.220 5.049 0.00
Cl 4.272 2.346 1.802 0.00
Cl -1.717 1.324 3.253 0.00
Cl -4.588 -2.702 2.496 0.01
Cl 3.005 3.726 4.312 0.00
Cl 2.417 0.415 0.029 0.01
O -1.086 0.871 -0.945 0.00
O -3.171 1.509 -1.480 0.00
O -5.663 0.664 -0.507 0.00
O -6.373 -0.955 0.827 0.00
N -2.280 -1.674 1.606 0.00
N -1.829 -0.796 0.722 -0.01
C 1.811 1.266 1.488 0.00
C -1.512 -2.794 3.647 0.00
C -0.473 -3.368 4.367 0.00
C 2.059 2.694 3.346 0.00
C -4.049 -0.693 0.652 0.00
C 0.010 -2.421 1.816 0.00
C -3.642 -1.664 1.576 0.02
C 0.798 -3.466 3.827 0.00
C 2.643 2.086 2.226 0.00
C 0.710 2.465 3.679 0.00
C -2.848 -0.190 0.142 0.02
C 0.490 1.009 1.772 -0.03
C 1.041 -2.985 2.549 0.00
C -5.476 -0.332 0.339 0.00
C -2.405 0.835 -0.848 0.01
C -0.064 1.625 2.886 0.00
C -1.277 -2.334 2.364 0.00
H -2.488 -2.694 4.096 0.00
H -0.667 -3.729 5.368 0.00
H 1.599 -3.915 4.397 0.00
H 0.266 -2.157 0.777 0.01
H -4.849 1.116 -0.822 0.00
H 2.027 -3.060 2.113 0.00
```

## Properties
spin multiplicity	3
LUMO (spin up / spin down)	-5.47 / -4.81	eV
energy	-4766.84259	Ha
charge	+1
highest occupied orbital energy (spin up / spin down)	-12.670 / -12.682	eV
⟨S²⟩	2.02
orbital gap (spin up / spin down)	7.20 / 7.87	eV